18
Properties=species:S:1:pos:R:3:forces:R:3:lowdin_charge:R:1 method="wB97M-V/def2-TZVPD" homo_lumo_gap_ev=7.041 charge=-1 relative_energy_kj_mol=336.1 smiles=NC[C@H](N)CC[O-]
N 2.01815 -1.05252 1.33530 -5.7044 0.8926 1.1744 0.005
C 1.12820 -0.95958 0.08986 0.8515 0.8539 -0.5184 -0.210
C -0.36930 -0.61016 -0.16833 -1.0082 0.6458 3.1918 -0.407
N -1.35688 -1.70073 -0.43273 -0.1443 -0.0963 -2.1619 -0.027
C -0.71938 0.76284 -0.92200 2.0459 -1.1063 2.4468 -0.137
C -0.46244 2.01309 0.23960 0.3387 -1.4713 -1.6289 -0.497
O 0.79426 2.02412 0.73413 -2.0166 -0.2540 0.3672 -0.337
H 1.98275 -0.14543 1.80472 -0.0480 -0.2381 -0.3856 0.047
H 2.92422 -1.32566 1.23783 2.6525 -0.9357 -1.2044 -0.016
H 1.48372 -0.09602 -0.34439 1.2951 1.9267 -1.3444 0.047
H 1.34360 -1.71521 -0.58854 0.8473 -1.9566 -0.9577 0.069
H -0.68192 -0.41919 0.85894 -0.0787 0.7286 0.3083 0.110
H -2.21850 -1.30083 -0.06714 -0.0074 -0.3360 0.1204 0.039
H -1.59836 -1.72481 -1.46779 0.7326 -0.1025 1.3716 0.066
H -1.77322 0.66259 -0.88586 -1.3435 0.2830 -1.0472 0.033
H -0.22250 0.74114 -1.93595 -0.5844 0.6290 0.9274 0.094
H -1.54512 1.94924 0.82668 2.1456 -0.6145 0.1410 0.092
H -0.72728 2.89710 -0.31432 0.0262 1.1517 -0.8004 0.028